Below is C36H29MoNO7S as an isolated structure, with properties calculated with ωB97M-V/def2-TZVPD.

Cartesian coordinates (Å):
Mo: -0.875 1.489 0.742
O: 0.511 3.011 -0.182
C: 0.135 4.397 -0.054
C: -1.400 4.328 0.034
O: -2.117 5.258 -0.185
O: -1.832 3.139 0.454
C: 0.681 4.969 1.261
C: -0.008 5.961 1.953
C: 0.514 6.490 3.124
C: 1.724 6.033 3.623
C: 2.413 5.042 2.940
C: 1.896 4.518 1.766
C: 0.596 5.172 -1.277
C: 1.084 4.508 -2.396
C: 1.495 5.228 -3.511
C: 1.410 6.610 -3.520
C: 0.910 7.274 -2.406
C: 0.509 6.561 -1.290
H: 1.455 2.890 -0.012
H: -0.958 6.322 1.582
H: -0.036 7.260 3.649
H: 2.125 6.441 4.540
H: 3.354 4.668 3.320
H: 2.478 3.751 1.266
H: 1.132 3.428 -2.416
H: 1.876 4.700 -4.376
H: 1.727 7.170 -4.390
H: 0.835 8.353 -2.407
H: 0.124 7.088 -0.428
O: 2.522 0.279 2.688
C: 1.784 0.264 1.737
O: 0.740 1.099 1.704
C: 2.034 -0.627 0.559
C: 3.200 -1.395 0.661
C: 3.594 -2.258 -0.341
C: 2.815 -2.365 -1.485
C: 1.657 -1.622 -1.604
C: 1.245 -0.752 -0.591
S: -0.305 0.036 -0.966
H: 3.786 -1.285 1.562
H: 4.499 -2.839 -0.234
H: 3.104 -3.033 -2.287
H: 1.043 -1.712 -2.492
C: -0.994 -6.503 -3.161
C: -1.987 -6.187 -2.074
C: -3.026 -7.072 -1.810
C: -3.964 -6.800 -0.824
C: -3.850 -5.645 -0.075
C: -2.813 -4.750 -0.327
N: -2.741 -3.560 0.435
C: -1.717 -3.226 1.276
C: -0.695 -4.139 1.584
C: 0.320 -3.801 2.454
C: 0.364 -2.546 3.060
C: -0.613 -1.629 2.742
C: -1.639 -1.934 1.843
C: -2.632 -0.905 1.472
O: -3.768 -1.132 1.128
O: -2.180 0.363 1.518
C: -1.884 -4.997 -1.342
C: -0.810 -3.992 -1.650
H: -1.174 -7.497 -3.568
H: 0.032 -6.471 -2.787
H: -1.058 -5.788 -3.984
H: -3.101 -7.984 -2.388
H: -4.771 -7.495 -0.633
H: -4.552 -5.421 0.719
H: -3.550 -2.955 0.473
H: -0.729 -5.128 1.146
H: 1.085 -4.535 2.675
H: 1.151 -2.284 3.754
H: -0.594 -0.651 3.203
H: 0.121 -4.215 -1.119
H: -1.119 -2.994 -1.344
H: -0.585 -3.974 -2.716

Summary:
Highest occupied orbital energy (alpha / beta), eV: -7.8 / -7.8
<S²>: 2.012
Relative energy (zero: lowest compared OMol25 entry of this formula, charge and spin), kcal per mole: 6.74
Multiplicity: 3
Strongest force on any atom, eV Å⁻¹: 0.44
Kohn-Sham gap (alpha / beta), eV: 6.94 / 6.89

So, what does the Mulliken scheme give us? The charges, in e, come out as: Mo 1.530; O -0.003; C 2.335; C -0.071; O -0.558; O -0.923; C 0.664; C -0.242; C -0.997; C -0.379; C -1.200; C -0.143; C -0.429; C -0.267; C -0.804; C -0.491; C -0.808; C -0.289; H 0.178; H 0.534; H 0.401; H 0.409; H 0.411; H 0.325; H 0.460; H 0.419; H 0.393; H 0.403; H 0.401; O -0.666; C 0.433; O -0.525; C 0.326; C -0.938; C -0.687; C -0.469; C -1.182; C 1.298; S -0.140; H 0.490; H 0.427; H 0.431; H 0.494; C -1.529; C 0.974; C -0.848; C -0.762; C -0.727; C -0.540; N -0.032; C 0.264; C -0.714; C -0.756; C -0.919; C -0.091; C 0.825; C 0.148; O -0.700; O -0.644; C 1.051; C -1.306; H 0.380; H 0.303; H 0.340; H 0.348; H 0.383; H 0.487; H 0.299; H 0.534; H 0.415; H 0.412; H 0.615; H 0.338; H 0.282; H 0.618

Below is a single C4H5NO3 molecule, with properties calculated with ωB97M-V/def2-TZVPD.

Cartesian coordinates (Å):
C: 2.710 -0.703 -0.851
C: 1.932 -0.166 -0.046
C: 1.072 0.393 1.039
O: -0.281 0.021 0.895
C: -0.929 0.713 -0.129
O: -0.528 1.842 -0.510
N: -2.029 0.003 -0.563
O: -2.572 -1.058 0.146
H: 3.208 -1.216 -1.695
H: 1.339 -0.064 2.005
H: 0.992 1.439 1.000
H: -2.827 0.541 -1.095
H: -2.085 -1.746 -0.196

Summary:
Highest occupied orbital energy, eV: -10.2
SMILES: C#CCOC(=O)NO
Relative energy (zero: lowest compared OMol25 entry of this formula, charge and spin), kcal per mole: 105.54
Strongest force on any atom, eV Å⁻¹: 4.08
Kohn-Sham gap, eV: 10.95

So, what does the Mulliken scheme give us? The charges, in e, come out as: C -0.067; C -0.258; C -0.459; O -0.309; C 0.554; O -0.607; N -0.120; O -0.370; H 0.387; H 0.258; H 0.361; H 0.299; H 0.331

Below is C2H2NPS as an isolated structure, with properties calculated with ωB97M-V/def2-TZVPD.

Cartesian coordinates (Å):
C: -0.608 -0.564 -0.053
C: -0.711 0.739 0.017
N: 0.607 -1.331 0.061
P: 2.059 -0.683 -0.004
S: 1.649 1.325 0.001
H: -1.531 -1.111 -0.188
H: -1.465 1.625 0.165

Summary:
Highest occupied orbital energy, eV: -9.5
Relative energy (zero: lowest compared OMol25 entry of this formula, charge and spin), kcal per mole: 53.72
Strongest force on any atom, eV Å⁻¹: 3.67
Kohn-Sham gap, eV: 8.79

So, what does the Mulliken scheme give us? The charges, in e, come out as: C 0.131; C -0.382; N -0.399; P 0.243; S -0.233; H 0.329; H 0.310

Below is an isolated ion of composition C3H7NO2P and charge -1, with properties calculated with ωB97M-V/def2-TZVPD.

Cartesian coordinates (Å):
C: 0.634 0.107 -0.191
C: -0.471 -1.046 0.051
C: 0.269 1.476 0.624
N: -1.628 -0.787 -0.702
O: -3.307 -0.368 1.313
O: -3.654 0.628 -0.970
P: -2.717 0.174 0.070
H: 1.553 -0.264 0.263
H: 0.885 0.398 -1.167
H: -0.065 -1.976 -0.309
H: -0.638 -1.087 1.058
H: 0.351 1.309 1.816
H: 0.861 2.303 0.341
H: -1.362 -0.371 -1.562

Summary:
Highest occupied orbital energy (alpha / beta), eV: -3.6 / -2.3
Net charge: -1
Relative energy (zero: lowest compared OMol25 entry of this formula, charge and spin), kcal per mole: 81.44
Strongest force on any atom, eV Å⁻¹: 4.86
Kohn-Sham gap (alpha / beta), eV: 7.62 / 6.12

So, what does the Mulliken scheme give us? The charges, in e, come out as: C -0.505; C -0.808; C -0.876; N -0.252; O -0.588; O -0.636; P 0.557; H 0.269; H 0.431; H 0.313; H 0.408; H 0.108; H 0.287; H 0.290

Question: Which of these has the lowest strongest force on any atom?
Answer: C36H29MoNO7S